[1]
This record from the OMol25 dataset describes 4 unconnected molecules or ions with the total composition C25H61NO11P2S in a non-equilibrium geometry. The level of theory is wB97M-V/def2-TZVPD.

Computed properties:
Net charge: 0
Structure (SMILES): CCN[PH2](CCCOC(C)=O)[PH2]=S.COCCOCCOC.COCCOCCOC.COCCOCCOC

```
101
Properties=species:S:1:pos:R:3:forces:R:3
S -0.3463 -3.2156 2.5381 -0.26 -0.19 0.08
P 0.2397 -2.1081 1.0447 -0.29 -1.32 -0.23
P 0.6232 0.0192 1.6278 1.32 1.04 -0.77
O 3.2040 4.5605 -3.7570 0.05 0.45 -0.05
O -5.4908 0.2831 0.9032 0.22 0.35 0.22
O -5.8802 3.3085 0.7369 0.07 -0.28 -0.18
O -0.1425 -6.7858 -1.2042 0.44 0.01 0.12
O 4.9708 6.2962 -1.9665 -0.26 -0.25 -0.01
O 0.4166 -7.1218 -4.2661 0.13 0.44 -0.18
O -0.2409 -1.3422 5.4583 3.96 -2.69 0.75
O 3.0503 4.3329 -0.6385 0.42 0.01 0.13
O -5.6451 1.7345 -1.8663 -0.34 0.36 0.04
O 2.1816 -5.3240 -2.5454 -0.23 -0.20 -0.06
O 1.7975 -2.4352 4.9586 -1.00 0.95 1.92
N 0.9236 1.7217 2.0370 -1.02 -0.75 0.65
C 0.8426 -4.8695 -2.3361 0.03 0.07 0.11
C 2.4487 5.1899 -4.7743 -0.02 -0.30 0.17
C -6.8738 2.2835 0.8121 -0.05 0.06 0.15
C -4.7079 3.0246 -0.0310 0.00 0.20 0.07
C 0.1174 -7.5316 -0.0301 -0.27 -0.01 -0.20
C -6.6278 1.9300 -2.8656 0.20 -0.24 0.10
C 2.3314 -0.1071 4.0428 0.43 -0.73 0.60
C 2.7653 -1.3601 4.9830 0.92 1.65 -0.57
C 0.1727 -5.4035 -1.0740 -0.15 -0.22 -0.45
C 1.8395 -7.1249 -4.2334 -0.27 -0.10 0.37
C -4.4634 -0.2195 1.7360 -0.17 -0.15 -0.26
C 3.6297 6.5215 -1.5251 0.12 0.18 0.05
C 2.1708 -0.6057 2.5239 1.23 -0.19 0.46
C -4.9327 2.9212 -1.5353 0.03 -0.41 0.23
C 3.2080 5.7084 -0.3066 -0.14 -0.13 -0.41
C 4.6078 4.7589 -3.8926 -0.23 -0.26 0.41
C 5.2619 5.0198 -2.5395 0.12 0.08 -0.08
C -6.4628 1.0487 1.6073 0.02 -0.08 -0.54
C 0.4571 -2.8745 7.2140 0.49 -0.53 -1.08
C 3.5568 3.4552 0.3500 -0.24 0.07 -0.19
C -0.1160 -6.5964 -5.4671 -0.07 -0.23 0.24
C -1.0373 3.2849 2.4062 -0.02 0.91 0.38
C 2.3577 -6.7072 -2.8618 0.18 0.09 0.00
C -0.0005 2.2528 3.0830 0.66 2.10 -0.02
C 0.6751 -2.1437 5.7862 -3.15 1.78 -0.08
H 2.9270 6.4083 -2.3511 -0.06 -0.26 0.10
H -6.1555 1.9911 -3.8504 -0.14 0.12 -0.11
H 4.8228 5.5942 -4.5645 -0.02 0.06 -0.01
H -7.7213 2.7418 1.3317 0.15 0.04 0.08
H -0.6645 -7.3475 0.7129 0.13 -0.03 0.17
H 1.4898 -2.6129 0.5135 -0.69 0.40 -0.30
H 3.0750 -0.1851 1.9400 -1.61 -0.47 0.67
H -0.4948 -3.5141 7.1143 1.36 1.23 0.17
H -0.9165 3.3541 1.2606 -0.28 -0.43 1.79
H 2.7844 6.2171 -4.9434 0.05 0.02 -0.08
H -4.8306 -1.0765 2.3084 0.17 0.02 0.16
H 3.4417 -6.8650 -2.8557 -0.06 0.13 -0.10
H -3.9623 2.8702 -2.0416 0.12 0.23 0.06
H 0.3252 -2.0584 8.0006 0.14 -1.22 -1.16
H 3.6616 2.4654 -0.0988 -0.12 0.05 -0.01
H 2.2794 -1.7498 2.4583 -0.41 1.72 0.34
H 2.8587 3.3940 1.1890 0.22 -0.06 0.20
H 2.1677 -8.1484 -4.4457 0.27 0.02 0.00
H -0.7844 4.3456 2.7888 -0.49 -1.62 -0.57
H 0.8280 -5.2293 -0.2161 0.02 -0.02 0.06
H 1.9583 -7.3390 -2.0679 -0.23 -0.03 -0.16
H -7.2367 2.0203 -0.1815 0.17 -0.21 0.00
H 3.7829 -1.7742 4.6302 -1.78 0.38 0.48
H -7.2230 2.8287 -2.6739 0.05 0.05 -0.05
H 0.3890 -5.6699 -5.7594 0.06 -0.04 -0.06
H 3.5963 7.5798 -1.2443 0.12 -0.10 0.07
H 0.9206 -3.7823 -2.2316 0.12 -0.06 0.09
H 5.0529 4.2189 -1.8301 -0.23 -0.04 -0.12
H 3.9462 5.8435 0.4927 0.00 -0.06 -0.06
H -7.3379 0.4057 1.7554 -0.15 0.17 0.15
H 1.3004 -3.5953 7.4739 -0.99 1.16 -0.30
H 6.3457 5.0132 -2.6920 -0.07 0.14 -0.06
H 0.7792 0.3110 0.2076 0.06 -0.11 0.65
H 1.4065 5.2249 -4.4497 0.09 -0.11 0.00
H 0.2307 -5.0435 -3.2213 -0.09 -0.21 0.11
H 0.6542 2.8876 3.7952 -1.12 -1.08 -0.82
H 1.3907 0.3261 4.5120 1.15 -0.57 -0.88
H 2.5145 4.6138 -5.7024 -0.04 0.15 -0.13
H -3.6392 -0.5439 1.0970 -0.14 -0.06 0.00
H -6.0850 1.3586 2.5855 0.05 0.03 0.03
H -0.4853 1.4563 3.7397 0.55 0.80 -1.23
H 4.5451 3.7709 0.7001 -0.03 0.04 0.07
H -0.7179 -2.1577 -0.0299 0.65 0.10 0.03
H -0.0408 -7.3380 -6.2677 0.01 0.12 -0.18
H -4.0390 3.8742 0.1458 -0.15 0.04 -0.05
H -7.3020 1.0720 -2.8476 0.13 -0.02 -0.01
H 3.1596 0.6876 4.1195 -1.26 -1.18 -0.13
H -1.1685 -6.3641 -5.2956 0.05 -0.12 0.03
H -5.4629 3.8151 -1.8848 -0.04 -0.07 0.03
H 0.9883 2.3309 1.2139 -0.27 -0.38 0.58
H -2.1299 3.1037 2.6781 1.44 0.09 -0.48
H 0.1154 -8.5913 -0.2948 -0.10 0.10 -0.05
H 2.2573 -6.4581 -4.9971 -0.07 0.02 0.04
H 5.0250 3.8424 -4.3251 0.25 0.08 -0.02
H 2.9245 -0.9417 6.0347 -0.29 -0.72 -1.20
H 2.2372 6.0707 0.0495 0.05 0.25 0.07
H -0.7705 -4.8699 -0.9102 0.10 0.26 0.07
H 1.0988 -7.2895 0.3877 0.00 0.06 0.09
H -4.0834 0.5525 2.4119 -0.02 0.00 0.11
H -4.1907 2.1489 0.3628 -0.12 -0.16 -0.20
H -0.7194 0.0264 2.1301 0.45 -0.18 0.18
```
Positions in Å, forces in eV/Å.

[2]
This record from the OMol25 dataset describes a single C4H5N3 molecule in a non-equilibrium geometry. The level of theory is wB97M-V/def2-TZVPD.

Computed properties:
Net charge: 0
Structure (SMILES): [H]/N=C/N1C[C@H]1C#N
Relative energy (zero: lowest compared OMol25 entry of this formula, charge and spin), kJ/mol: 555.9

```
12
Properties=species:S:1:pos:R:3:forces:R:3
N 2.8487 -0.7152 0.2019 -4.21 2.89 -1.06
N -0.2311 0.1438 0.5943 -4.01 2.44 1.35
N -2.2725 -0.7569 -0.4810 -0.93 -0.39 4.61
C -1.6443 -0.2120 0.5458 -2.27 -0.75 0.12
C 0.5189 0.0996 -0.5861 -0.43 -1.69 -0.90
C -0.1180 1.4919 -0.1496 -2.00 -2.84 -3.62
C 1.8298 -0.1575 -0.0902 6.11 -3.46 0.50
H -1.0962 1.5122 -1.0478 3.04 0.93 3.28
H 0.4991 2.3517 0.2440 -0.90 -1.26 -0.62
H -2.2855 0.0661 1.5519 2.22 -0.68 -2.31
H 0.2066 -0.8450 -1.2981 0.40 3.29 0.84
H -3.2590 -1.1192 0.0240 2.99 1.51 -2.20
```
Positions in Å, forces in eV/Å.

| no. | HOMO-LUMO gap (eV) |
| --- | --- |
| 1 | 8.11 |
| 2 | 11.00 |